Computed, not measured: a 2-piece molecular cluster, C37H44NOSi overall at a distorted geometry, with wB97M-V/def2-TZVPD.

Each line ends with the Löwdin charge.
Cartesian coordinates (Å):
C -2.47 1.11 6.55  -0.03
C -2.05 0.59 5.21  -0.24
C -2.74 -0.48 4.62  -0.02
C -2.36 -0.99 3.39  0.01
C -1.25 -0.44 2.68  -0.20
C -0.85 -0.95 1.40  0.06
C 0.09 -0.33 0.59  -0.06
C 0.50 -0.79 -0.66  0.06
C 1.60 -0.25 -1.39  -0.20
C 1.95 -0.74 -2.69  0.01
C 3.00 -0.19 -3.40  -0.01
C 3.77 0.86 -2.87  -0.24
C 4.90 1.44 -3.65  -0.03
C 3.45 1.35 -1.60  -0.01
C 2.41 0.81 -0.86  0.01
C -0.56 0.65 3.30  0.01
C -0.97 1.15 4.53  -0.01
H -1.82 1.93 6.86  0.08
H -3.51 1.48 6.52  0.10
H -2.43 0.33 7.31  0.10
H -3.60 -0.91 5.15  0.13
H -2.90 -1.82 2.94  0.12
H -1.36 -1.84 1.03  0.13
H 0.53 0.61 0.94  0.09
H -0.06 -1.61 -1.12  0.12
H 1.36 -1.55 -3.11  0.12
H 3.26 -0.57 -4.39  0.13
H 5.38 2.25 -3.08  0.08
H 5.66 0.68 -3.87  0.10
H 4.56 1.85 -4.61  0.10
H 4.04 2.17 -1.18  0.12
H 2.20 1.19 0.14  0.11
H 0.31 1.09 2.81  0.11
H -0.43 1.99 4.98  0.12
C -0.72 -4.77 -1.54  -0.16
Si 0.13 -6.38 -1.93  0.41
C -1.03 -7.55 -2.79  -0.13
C 1.71 -6.14 -2.88  -0.15
O 0.58 -6.97 -0.43  -0.16
C 0.36 -8.22 0.19  -0.36
C -1.11 -8.33 0.64  -0.16
C -1.90 -7.19 0.77  -0.05
C -3.28 -7.32 0.89  -0.07
C -3.84 -8.59 1.11  -0.09
C -3.01 -9.70 1.26  -0.07
C -1.63 -9.57 1.03  -0.05
C 0.89 -9.32 -0.75  -0.14
C 0.08 -10.30 -1.32  -0.05
C 0.61 -11.20 -2.26  -0.07
C 1.95 -11.11 -2.64  -0.08
C 2.76 -10.11 -2.09  -0.07
C 2.21 -9.18 -1.21  -0.06
C 1.16 -8.23 1.51  -0.29
C 0.75 -7.19 2.57  -0.12
C 1.99 -7.10 3.45  -0.16
C 3.17 -7.45 2.54  -0.20
N 2.56 -8.03 1.35  -0.03
H -0.99 -4.25 -2.48  0.04
H -1.64 -4.93 -0.98  0.02
H -0.06 -4.11 -0.95  0.02
H -1.53 -7.00 -3.60  0.04
H -0.51 -8.41 -3.22  0.04
H -1.81 -7.93 -2.11  0.04
H 1.48 -5.80 -3.90  0.04
H 2.34 -5.38 -2.39  0.04
H 2.30 -7.07 -2.94  0.03
H -1.44 -6.20 0.74  0.10
H -3.91 -6.43 0.81  0.10
H -4.92 -8.70 1.18  0.10
H -3.42 -10.68 1.52  0.11
H -0.96 -10.43 1.13  0.12
H -0.98 -10.36 -1.07  0.10
H -0.05 -11.95 -2.69  0.11
H 2.36 -11.81 -3.37  0.10
H 3.82 -10.04 -2.34  0.11
H 2.79 -8.32 -0.88  0.11
H 1.00 -9.24 1.94  0.16
H 0.56 -6.23 2.06  0.11
H -0.16 -7.49 3.10  0.12
H 2.10 -6.13 3.93  0.10
H 1.93 -7.86 4.24  0.11
H 3.74 -6.55 2.25  0.10
H 3.88 -8.14 3.01  0.11
H 3.07 -8.82 0.97  0.11

Energy relative to the best compared isomer or geometry (same formula, charge and spin) (kJ/mol): 0.0
2S+1: 1
Charge: +1
HOMO level (eV): -9.75